(1)
Below is a structure of composition C19H15N5O3RuS in a non-equilibrium geometry, with properties calculated with ωB97M-V/def2-TZVPD.

## Properties
- Kohn-Sham gap (spin up / spin down) (eV) = 6.30 / 6.38
- expectation value of S² = 0.782
- net charge = -1
- multiplicity = 2

```
44
Properties=species:S:1:pos:R:3:mulliken_charge:R:1
O 2.16 -0.95 4.11 -0.44
H -2.27 -4.28 -3.48 0.36
C -0.58 2.02 2.14 -0.23
H -1.32 2.51 -2.40 0.44
H -2.84 -2.37 0.30 0.44
H 1.83 -2.18 -3.76 0.33
C -0.26 4.09 0.95 -0.77
N -0.83 0.30 3.58 -1.15
C -0.93 2.11 -0.34 0.34
Ru -0.23 -0.75 0.80 -0.73
C -0.66 -3.05 -2.79 -0.62
H -0.59 -0.75 5.78 0.26
C 3.32 0.16 -1.82 -0.97
C 3.12 -0.70 -2.91 -0.29
C 2.36 0.18 -0.82 -0.22
H -3.72 -3.74 -1.54 0.38
C -0.17 -2.19 -1.79 -0.15
C -0.96 -1.99 -0.63 0.15
C -1.01 2.96 -1.47 -0.51
H -0.85 4.93 -2.26 0.35
H 3.83 -0.74 -3.72 0.42
C -0.33 4.87 -0.18 -0.54
H 4.20 0.78 -1.75 0.38
C 1.07 -1.44 -1.88 1.35
C -1.91 -3.62 -2.69 -0.62
C -2.22 -2.56 -0.56 0.31
C -2.71 -3.35 -1.59 -0.72
H 2.47 0.82 0.04 0.53
C -0.74 4.30 -1.39 -0.41
O -1.25 0.87 -0.45 -0.62
C -0.57 2.72 0.92 0.56
C 1.99 -1.50 -2.93 -0.79
N 1.28 -0.59 -0.84 0.39
H -0.10 5.93 -0.12 0.38
S -0.88 -2.21 2.57 -0.43
N -0.79 0.73 2.31 0.71
H -0.41 2.59 3.06 0.30
N -0.93 -1.42 5.10 -0.50
N 2.09 -0.13 3.19 0.13
C -0.86 -0.96 3.81 0.59
O 1.77 -0.37 2.00 -0.24
H -0.54 -2.34 5.21 0.23
H -0.06 -3.25 -3.67 0.28
H 0.00 4.54 1.90 0.33
```

(2)
Below is a structure of composition H14HfNO10 in a non-equilibrium geometry, with properties calculated with ωB97M-V/def2-TZVPD.

## Properties
- Kohn-Sham gap (eV) = 7.01
- energy relative to the best compared isomer or geometry (same formula, charge and spin) (kJ/mol) = 0.0
- net charge = +3
- multiplicity = 1

```
26
Properties=species:S:1:pos:R:3:mulliken_charge:R:1
H 15.33 -12.30 17.29 0.37
O 16.19 -15.67 17.66 -0.42
O 12.94 -15.26 19.78 -0.44
O 14.87 -14.05 21.16 -0.44
H 12.96 -12.42 18.62 0.34
H 12.39 -14.60 20.27 0.36
H 17.41 -13.58 20.16 0.34
O 15.20 -18.44 20.68 -0.44
H 12.41 -16.07 19.96 0.34
N 15.20 -17.24 21.01 0.77
H 17.03 -15.32 17.35 0.34
O 15.94 -12.98 17.75 -0.61
H 17.88 -14.71 19.26 0.31
H 14.29 -14.57 16.31 0.38
H 13.72 -12.18 19.99 0.36
H 15.62 -13.91 21.75 0.30
O 14.58 -16.91 22.02 -0.47
H 14.09 -14.08 21.76 0.32
Hf 14.89 -14.58 19.06 2.19
O 15.34 -16.41 20.07 -0.44
H 16.83 -12.57 18.08 0.37
O 17.05 -14.34 19.66 -0.49
H 12.89 -14.84 17.01 0.35
H 16.35 -16.63 17.53 0.36
O 13.81 -14.52 17.22 -0.55
O 13.65 -12.81 19.22 -0.48
```

(3)
Below is a structure of composition H28O14 in a non-equilibrium geometry, with properties calculated with ωB97M-V/def2-TZVPD.

## Properties
- Kohn-Sham gap (eV) = 7.23
- energy relative to the best compared isomer or geometry (same formula, charge and spin) (kJ/mol) = 2327.3
- net charge = 0
- multiplicity = 1

```
42
Properties=species:S:1:pos:R:3:mulliken_charge:R:1
H -1.81 -0.44 2.15 0.35
O -1.39 -2.78 0.40 -0.74
H 2.40 -2.92 1.54 0.33
H 0.42 -2.01 -3.65 0.29
H 0.89 -1.84 -2.34 0.36
O -1.08 3.14 0.83 -0.85
H 0.64 0.07 1.14 1.14
H -1.16 -0.27 -2.80 0.37
O 1.20 0.32 1.79 -1.15
O 0.02 -1.83 -2.74 -0.64
H 0.58 -4.67 0.11 0.38
O -2.94 1.61 0.43 -0.83
H 0.81 3.58 -0.48 0.20
H -0.45 3.09 -0.83 0.69
H -0.55 3.16 0.17 0.38
O 0.14 -4.00 0.70 -0.59
H 1.93 -1.31 -0.14 0.30
H 0.90 -3.46 0.69 0.37
H 1.78 -1.52 1.45 0.32
H -0.59 0.27 0.03 0.06
H -3.58 0.94 0.38 0.30
H -1.77 2.63 0.34 0.48
H 3.59 0.65 0.26 0.26
O -1.81 0.65 2.10 -0.59
O 0.01 3.88 -0.45 -0.78
O 3.10 1.38 0.50 -0.65
H 1.03 1.03 2.27 0.22
H 1.88 -0.29 -1.33 0.41
O 0.09 -0.24 0.46 0.42
H -0.71 -3.28 0.89 0.43
H -1.05 -1.91 0.89 0.14
O 2.07 -2.33 0.96 -0.84
H -2.40 1.46 1.26 0.24
H -0.96 1.68 -1.36 0.17
O 1.56 -1.26 -1.05 -0.69
H -1.98 0.95 -3.18 0.32
H 0.77 -0.59 -0.12 -0.29
H 0.31 1.77 -1.70 0.14
H -2.10 0.98 3.00 0.31
O -1.91 0.28 -2.44 -0.66
H 2.34 1.27 1.03 0.33
O -0.20 2.16 -1.17 -0.42
```

(4)
Below is a structure of composition C5H8N in a non-equilibrium geometry, with properties calculated with ωB97M-V/def2-TZVPD.

## Properties
- Kohn-Sham gap (eV) = 10.21
- energy relative to the best compared isomer or geometry (same formula, charge and spin) (kJ/mol) = 548.1
- net charge = +1
- multiplicity = 1

```
14
Properties=species:S:1:pos:R:3:mulliken_charge:R:1
H 2.71 -0.49 -0.06 0.36
H -2.57 -0.23 -1.02 0.31
C -1.44 0.37 0.59 0.30
H 0.33 -0.03 -1.35 0.31
H 1.44 -1.76 0.07 0.35
H 1.68 -0.85 1.48 0.29
H -2.80 -1.25 0.57 0.28
C 0.29 0.00 -0.25 0.14
H 0.24 1.93 0.95 0.30
N -0.89 -0.80 0.21 -0.18
H -0.69 2.13 -0.50 0.29
C -0.39 1.33 0.22 -0.51
C 1.73 -0.76 0.33 -1.05
C -2.39 -0.50 -0.05 -0.18
```

(5)
Below is a cluster of 6 separate species, C25H61NO17S5 in total in a non-equilibrium geometry, with properties calculated with ωB97M-V/def2-TZVPD.

## Properties
- Kohn-Sham gap (eV) = 10.62
- net charge = 0
- structure (SMILES) = CCCCCCCCCOC(N)=O.CCOS(C)(=O)=O.CCOS(C)(=O)=O.CCOS(C)(=O)=O.CCOS(C)(=O)=O.CCOS(C)(=O)=O
- multiplicity = 1

```
109
Properties=species:S:1:pos:R:3:mulliken_charge:R:1
C 4.38 -0.84 -2.87 -0.88
H -4.31 7.60 2.39 0.26
H 3.40 -0.70 -2.42 0.10
H -1.79 -2.61 1.37 -0.38
H 0.88 0.19 -6.01 0.37
H 0.40 1.66 -6.90 0.34
H 4.84 0.14 -2.99 0.32
H 1.99 -7.61 -5.52 0.37
H 0.00 1.98 -0.68 0.35
H 1.01 -2.22 5.53 0.23
H -0.72 -4.24 5.80 0.32
O 3.04 1.56 -4.57 -0.53
C 0.27 0.21 0.79 -0.57
C 2.96 -4.43 -1.17 -0.87
H 1.07 -5.27 -0.62 0.28
O -1.36 6.14 2.50 -0.60
C -3.13 8.36 4.03 -0.36
H 2.56 -3.58 -1.73 0.28
H 3.79 4.57 -7.83 0.26
H -4.60 -3.57 1.41 0.29
C -0.63 2.58 1.47 -0.41
H -5.07 -4.70 0.10 0.41
H -1.94 0.20 1.49 -0.46
O -0.22 7.54 4.26 -0.67
H -6.22 -0.26 -0.77 0.27
S 4.43 -1.05 0.36 1.23
H 4.23 -1.28 -3.86 0.46
S 2.57 -6.73 -3.44 1.14
H 2.84 5.33 -5.64 0.27
C -1.09 -3.17 5.55 -0.54
H -2.36 9.11 4.22 0.33
C -6.78 -1.16 -1.07 -0.29
H 5.98 0.37 1.42 0.34
C 0.28 1.76 0.40 -0.86
H 6.20 -1.92 -2.54 0.31
N -2.67 2.37 3.52 -0.48
H -2.04 -3.04 6.16 0.28
C 4.29 4.37 -6.88 -0.99
H -0.55 -3.74 3.39 0.34
H -7.45 -0.39 -2.98 0.39
H -2.74 8.21 1.90 0.29
O -0.84 2.45 4.95 -0.66
C -3.58 8.38 2.58 -0.98
H 0.31 1.62 -5.10 0.30
H 4.80 -0.34 2.56 0.39
H 0.95 0.01 1.70 0.13
C -1.41 -1.66 3.34 0.06
H -2.45 -1.18 3.48 0.17
O -4.34 -3.02 -2.05 -0.65
C -6.90 -1.25 -2.58 -0.99
H 0.68 -7.81 -4.33 0.32
H -3.36 -4.25 0.32 0.35
H -5.92 -1.26 -3.06 0.29
H -1.71 2.36 1.17 0.30
O 3.93 -2.38 0.63 -0.68
H 4.81 3.42 -6.98 0.30
H -0.40 -1.10 6.03 0.14
O -3.89 -1.40 -0.18 -0.50
C 3.29 4.34 -5.74 -0.27
H 6.15 -1.34 1.95 0.36
C -1.06 -1.82 1.76 -0.34
C -4.39 -3.90 0.40 -0.99
O 2.98 -7.93 -2.77 -0.63
S -4.58 -2.54 -0.72 1.14
C -1.06 5.13 4.89 -0.82
H -0.42 3.69 1.31 0.31
O 2.22 3.43 -6.00 -0.30
O 3.21 1.41 -7.07 -0.62
H 1.35 2.14 0.59 0.32
H 0.97 -6.21 -5.10 0.31
O -0.25 2.07 2.77 -0.17
C -1.23 2.31 3.76 0.51
H -1.92 4.49 4.73 0.23
H -0.66 -0.92 3.78 0.03
H 0.19 -2.35 7.22 0.34
H -3.10 2.00 4.38 0.35
C 1.43 -7.13 -4.73 -0.94
H 2.37 -6.45 -0.65 0.39
H 3.78 4.11 -4.80 0.27
S 2.53 1.84 -5.89 1.16
H -0.98 5.44 5.93 0.39
H -1.59 -0.70 -0.08 0.38
S -1.22 6.57 3.87 1.28
O 5.58 -1.14 -0.76 -0.30
O 3.53 -5.79 -3.97 -0.58
C -1.18 -0.44 0.95 0.55
H 3.19 -4.11 -0.16 0.47
H 0.78 -0.34 -0.08 0.27
O 1.54 -5.93 -2.48 -0.23
O -2.66 7.06 4.41 -0.29
C 0.02 -2.16 6.09 -0.84
H -2.34 -3.63 3.78 0.13
H -0.15 4.61 4.58 0.34
H 4.79 -2.72 -1.87 -0.17
C 1.96 -5.58 -1.16 -0.64
H 0.01 -2.20 1.72 0.41
H -7.42 -2.16 -2.87 0.27
H -4.02 9.35 2.33 0.38
H 3.89 -4.72 -1.66 0.36
C 5.26 -1.74 -2.02 0.16
O 3.54 0.03 0.04 -0.53
C 5.45 -0.54 1.71 -1.13
H -2.86 1.64 2.81 0.27
O -6.18 -2.33 -0.52 -0.30
H -7.78 -1.08 -0.64 0.28
H -3.98 8.59 4.67 0.27
C -1.32 -3.13 3.97 -0.48
C 0.86 1.28 -5.98 -0.96
H 5.05 5.15 -6.72 0.39
```

Number 1: molar mass 494.50 g mol⁻¹, total energy -46955.0075 eV. Number 2: molar mass 366.60 g mol⁻¹, total energy -23468.3763 eV. Number 3: molar mass 252.21 g mol⁻¹, total energy -29097.5315 eV. Number 4: molar mass 82.13 g mol⁻¹, total energy -6792.4081 eV. Number 5: molar mass 808.09 g mol⁻¹, total energy -117384.2427 eV.